[1]
DFT (ωB97M-V/def2-TZVPD) results for a structure of composition C4H7N2O2 at a distorted geometry.

```
! wB97M-V def2-TZVPD RIJCOSX def2/J DEFGRID3
* xyz 1 1
H -0.0149 -2.8724 -0.3094
H -0.9917 -0.0153 -1.8515
H -1.2478 1.7830 1.7470
H -0.9633 -0.8645 2.1076
O 2.0640 0.7534 -0.7913
H 1.2663 -0.9951 -1.5240
C 0.9796 -0.0748 -0.9108
C -1.0196 1.0255 1.1134
N -0.7545 -0.2685 1.3090
H 2.9232 0.4043 -0.4486
H -0.9837 2.3454 -0.2739
O -0.7150 -2.2606 -0.0788
C -0.5165 0.2229 -0.9573
N -0.9257 1.3435 -0.1480
C -0.5055 -0.9159 0.1068
*
```

The LUMO energy (alpha / beta) comes out at -3.9 / -3.9 eV. For the relative energy (zero: lowest compared OMol25 entry of this formula, charge and spin), the calculation gives 3.289 eV. The orbital gap (alpha / beta) is 7.99 / 7.99 eV.

***

[2]
DFT (ωB97M-V/def2-TZVPD) results for a structure of composition C18H25IrN4 at a distorted geometry.

```
! wB97M-V def2-TZVPD RIJCOSX def2/J DEFGRID3
* xyz 2 1
H -4.6849 -1.6148 0.0971
C -0.0074 2.2708 2.2393
H 2.4454 1.1688 2.3068
C -3.8566 -2.0915 -0.4088
H -3.1101 -4.8959 -2.1620
H -1.9370 1.9739 1.2926
C -0.9887 2.4858 1.1181
N 0.3629 0.8238 2.2484
C -1.7224 -3.3358 -1.7209
C 4.1917 0.1156 -1.2204
C 1.8449 -1.2684 -1.5601
H 1.1177 2.3251 -1.5466
H -2.4756 -0.5087 0.0203
N 0.6429 -1.9506 -1.7480
H -1.2136 3.5452 0.9794
C 2.9620 -1.6535 -2.2776
H -0.3568 -1.0302 2.9831
H 3.1372 1.3285 0.2004
H -0.8862 -3.8108 -2.2128
N -0.2872 -1.4374 -1.0949
C 1.6956 0.6209 2.8708
H -2.3062 1.3664 -0.8976
H 0.3901 3.7609 -0.7857
H -1.6863 2.9257 -1.4740
H 1.5467 2.7563 0.1142
C -1.5603 -2.1002 -1.1049
H -4.9995 -3.7994 -1.0105
H 5.1134 0.6670 -1.0868
C 0.7478 2.7437 -0.6161
Ir 0.1545 0.0219 0.3219
N -0.3968 1.9134 -0.1384
H -0.9945 1.4111 -2.1010
H -0.4114 2.5910 3.2013
C 1.8817 -0.2016 -0.6412
H 5.0317 -1.2256 -2.6608
H 0.9023 2.8427 2.0693
H -1.6378 0.1289 2.5525
C -4.0307 -3.3188 -1.0335
C -1.4174 1.8971 -1.2255
H 1.9402 -0.4397 2.8622
C -2.6144 -1.4796 -0.4468
C -0.6461 0.0198 2.9954
C -2.9675 -3.9363 -1.6847
H 2.8923 -2.4931 -2.9572
H -0.6904 0.3598 4.0320
C 4.1482 -0.9455 -2.1044
H 1.6782 0.9766 3.9028
C 3.0585 0.4968 -0.4864
*
```

The LUMO energy comes out at -8.4 eV. The orbital gap is 6.42 eV.

***

[3]
DFT (ωB97M-V/def2-TZVPD) results for a structure of composition C29H27MnN9O3S2 at a distorted geometry.

```
! wB97M-V def2-TZVPD RIJCOSX def2/J DEFGRID3
* xyz 0 6
O 0.0363 -0.5124 1.2053
H -2.6492 1.0551 -0.4681
C -1.0881 -1.7485 -1.0270
C 2.8982 -0.4505 -2.8332
H -3.8535 -2.9249 0.5245
H 4.5298 -0.0496 -3.9358
C 4.7411 0.6335 1.3134
N 1.0566 -1.2235 -1.8131
H 0.8889 -1.6719 2.7217
S 2.4442 1.1994 -2.7939
C -1.8205 4.1330 2.2721
N 2.5277 0.1548 0.5386
C 0.2157 -2.1608 -1.6327
N -0.7887 2.2396 -2.2967
H 4.2345 -1.7217 -3.6557
C -0.5161 -4.2832 -2.7305
N -1.3570 -0.4476 -0.9995
H 5.6588 1.1872 1.1660
H 3.7770 1.4687 -0.4181
H 2.3508 -3.7273 -1.0300
H -3.6425 4.6972 3.2497
H -0.8175 -0.9558 1.2554
C -0.7700 3.2220 2.2298
C 0.4426 -3.5888 -1.9957
C -2.8276 3.9806 3.2074
H -1.4085 -3.7646 -3.0669
H 2.6669 -6.1122 -1.5735
C 3.3583 -0.8700 2.5290
H 0.1178 1.4913 3.1118
H 0.9556 -7.3282 -2.8849
C 4.5745 -0.2206 2.3871
Mn 0.6548 0.7031 -1.0337
H 1.0993 -2.2955 1.0761
C 1.7697 -5.6003 -1.9002
H -1.0841 -6.1427 -3.6382
C -3.1590 -2.2212 0.0831
C -1.9717 -2.6686 -0.4804
N -3.7896 2.8021 5.0866
C -1.6616 2.5862 -3.2277
N -1.6405 3.9646 -0.8841
C -2.5466 3.6392 -3.0714
C -0.7888 2.9603 -1.1494
H -1.8278 4.9544 1.5709
H 5.3686 -0.3729 3.1077
H -4.3589 -0.4784 0.4973
O 1.6786 2.7435 1.6415
C 3.6915 0.7949 0.4227
H -3.1685 5.1116 -1.6309
N 0.1470 2.5152 -0.2446
N 2.2157 -1.5275 -2.4246
H -4.6531 3.2887 4.9267
H -1.7162 -3.7203 -0.4883
C -1.7340 2.0190 4.0731
N 4.1041 -0.7632 -3.3697
O 0.6374 4.8012 0.7290
C -2.4966 -0.0200 -0.4679
C 0.8100 -6.2841 -2.6377
H -1.6942 1.2075 4.7924
C 1.0589 -1.3819 1.6836
H -3.2388 3.9271 -3.8489
H -3.8883 1.9102 5.5366
S 0.5425 3.4103 1.0666
C 1.5918 -4.2616 -1.5875
C -2.8012 2.9210 4.1158
C 2.3710 -0.6557 1.5823
C -2.4897 4.2916 -1.8526
H -1.6423 1.9980 -4.1402
C -0.3340 -5.6211 -3.0567
C -0.7225 2.1721 3.1414
H 3.1714 -1.5356 3.3628
C -3.4404 -0.8709 0.0820
*
```

The LUMO energy (alpha / beta) comes out at -0.3 / -0.4 eV. For the relative energy (zero: lowest compared OMol25 entry of this formula, charge and spin), the calculation gives 0.575 eV. The orbital gap (alpha / beta) is 7.09 / 7.25 eV.